Formula: C36H30N5O5S3W
Source: the Open Molecules 2025 dataset
Level of theory: ωB97M-V/def2-TZVPD

Positions of all 80 atoms, in Å:
H  0.2913  -4.6740  -2.3323
H  -2.8224  4.3185  1.0232
C  3.3937  -1.0628  0.7103
C  -2.5693  -1.3066  5.8831
C  3.1601  0.2632  0.3410
C  1.4533  -0.1645  -4.8589
C  -2.2357  -0.0074  -2.8843
O  1.9608  0.7307  0.2765
C  1.4839  0.1031  -3.4696
H  -2.8843  6.1929  2.6559
H  1.9638  -1.0571  -5.1924
C  -1.3411  -1.0792  -2.6996
C  -3.0762  -0.0030  -4.0184
H  0.3728  -1.7364  3.4279
H  0.6036  2.7112  2.9664
H  -0.3224  2.8737  -3.4284
N  -1.5374  1.1840  -0.8708
H  0.7775  0.4166  -6.7895
C  -2.0891  4.3896  1.8169
H  -0.8716  -3.6432  -1.4670
C  -0.0684  -3.6540  -2.2056
O  0.7960  1.5705  -1.7799
C  -1.0621  2.2861  0.9340
H  -2.1082  -2.9474  -5.4060
H  1.9670  -3.3440  2.6321
C  -2.1538  -2.1114  -4.7176
H  -3.4030  -1.1863  6.5647
H  6.3476  1.3139  -0.1284
H  -3.7624  0.8270  -4.1573
C  -1.1690  5.5015  3.7468
C  -1.6825  -0.2556  5.6743
H  -0.1445  -4.1453  3.2948
C  -1.1878  -3.9377  3.5181
H  -1.8265  0.6890  6.1843
C  -1.3341  -2.1550  -3.6047
H  -0.4038  2.4628  -5.9106
C  -2.3986  -2.5059  5.2054
C  5.7786  -0.6900  0.4389
H  -3.6611  -1.0196  -5.8047
H  4.0128  2.1409  -0.2177
S  -1.8462  -1.0753  0.8616
C  -0.1581  3.4783  2.9164
H  4.9348  -2.5533  0.9736
N  -1.8217  2.2791  -0.1050
C  -1.3377  -2.6762  4.3201
H  0.7414  -3.0153  -1.8681
C  -2.2770  1.0697  -1.9588
S  -2.0460  -3.8404  1.9098
H  2.4101  -4.0846  1.1199
S  2.2719  -0.8445  -2.3134
C  4.2408  1.1213  0.0620
H  0.0643  0.4001  4.6106
C  -2.1172  5.4310  2.7322
H  0.5614  4.5760  4.6137
C  2.6058  -3.2261  1.7631
H  6.7903  -1.0738  0.4522
C  0.7950  0.6544  -5.7318
O  -0.5171  -1.0546  -1.6882
O  -0.2191  1.3274  1.1365
H  -3.1042  -3.3182  5.3519
H  -2.9939  1.8667  -2.1177
N  0.8129  1.2189  -3.0665
C  2.2723  -1.9397  1.0518
C  4.7237  -1.5197  0.7409
C  -1.1105  3.4023  1.9054
N  1.0336  -1.6624  0.7814
C  -1.0548  -2.5095  1.2215
C  -0.6214  -0.4178  4.7953
C  0.1343  1.7928  -5.2551
C  0.1630  2.0397  -3.9125
W  0.2090  0.0457  -0.3252
H  -1.1976  6.3118  4.4653
C  -0.4476  -1.6235  4.1286
O  -0.5492  -3.2602  -3.4925
C  -3.0206  -1.0315  -4.9295
C  -0.1877  4.5236  3.8325
N  0.2064  -2.7494  1.1558
H  -1.6247  -4.8017  4.0203
H  3.6396  -3.2388  2.0887
C  5.5245  0.6490  0.1087

## Properties
- ΔE to the lowest compared entry with this formula, charge and spin: 14.0 kcal/mol
- Max |F|: 2.22 eV/Å
- Net charge: -1